No. 1
This record from OMol25 describes a 2-piece molecular cluster, C10H16O overall at a distorted geometry. The level of theory is the ωB97M-V functional and the def2-TZVPD basis.

Structure (XYZ):
```
27
Properties=species:S:1:pos:R:3:forces:R:3
C -1.041 3.190 -0.318 -0.159 2.734 -4.928
C 0.212 2.850 -1.303 -1.216 0.176 2.306
H -1.521 2.328 -0.100 -1.562 -2.989 0.615
H -0.894 3.671 0.614 1.057 0.683 0.600
H -1.868 3.852 -0.908 1.995 -1.428 1.311
H 0.143 2.252 -2.180 -1.642 -0.511 -0.876
H 0.876 2.214 -0.764 0.861 -0.049 0.936
H 0.734 3.691 -1.658 0.665 1.395 0.042
C -0.600 -1.712 -1.380 -0.886 0.794 0.131
C 0.000 -2.973 -2.036 2.090 -0.870 0.819
C -0.117 -1.197 -0.040 0.799 0.773 1.453
C -0.879 -1.366 1.187 -0.126 -2.259 -5.912
C 1.105 -0.447 0.028 -2.143 -1.139 -0.680
C -0.398 -0.878 2.333 -0.510 0.015 3.023
C 1.597 -0.128 1.265 1.717 1.364 2.531
C 0.832 -0.291 2.453 -0.078 -0.124 -2.115
O 1.242 0.279 3.592 1.463 0.850 1.175
H -0.697 -0.821 -2.047 0.849 -0.730 -0.020
H -1.641 -1.883 -1.245 -1.160 -0.507 0.243
H 0.144 -2.774 -3.085 0.196 0.036 -0.467
H -1.763 -2.040 0.904 0.879 1.316 1.629
H 1.478 -0.079 -0.938 0.586 -0.481 0.676
H -0.925 -0.963 3.277 -0.448 -0.144 -0.088
H 2.608 0.326 1.489 -1.218 -0.257 -0.855
H 0.886 0.055 4.473 -0.319 -0.454 -1.256
H -0.582 -3.945 -2.016 0.345 1.359 0.510
H 1.068 -3.210 -1.599 -2.035 0.446 -0.802
```
Positions in Å, forces in eV/Å.

Values from the calculation:
**Maximum force**: 6.3 eV/A
**M**: 152.24 g mol⁻¹
**Kohn-Sham gap**: 8.915 eV
**Net charge**: 0
**ΔE to the lowest compared entry with this formula, charge and spin**: 285.08 kJ/mol

Atom charges from the Mulliken analysis, given in e for atoms 1 to 8: number 1, C, carries -0.87; number 2, C, carries -0.82; number 3, H, carries 0.29; number 4, H, carries 0.33; number 5, H, carries 0.23; number 6, H, carries 0.32; number 7, H, carries 0.13; number 8, H, carries 0.40



No. 2
This record from OMol25 describes a 9-piece molecular cluster, C48H40O30 overall at a distorted geometry. The level of theory is the ωB97M-V functional and the def2-TZVPD basis.

Structure (XYZ):
```
118
Properties=species:S:1:pos:R:3:forces:R:3
C -2.259 -2.026 -0.064 -6.679 0.671 2.895
C -3.413 -2.028 1.008 4.904 -1.076 -4.305
C -4.775 -1.620 0.625 -1.221 1.849 -0.017
O -5.649 -1.602 1.502 0.996 -0.599 -1.082
C -4.959 -1.169 -0.752 5.678 -0.793 -1.856
C -3.892 -1.235 -1.775 -7.104 -2.337 2.123
C -2.518 -1.576 -1.426 2.843 1.784 -0.576
O -1.614 -1.267 -2.256 -1.605 -1.073 1.749
O -4.345 -1.538 -3.049 10.469 -0.346 2.131
O -3.231 -2.466 2.220 -1.185 -0.836 0.994
H -1.302 -2.238 0.222 2.291 -0.548 0.786
H -5.913 -1.130 -1.108 -2.557 0.446 -0.756
H -5.172 -1.381 -3.171 -8.426 1.724 -0.822
H -4.123 -2.733 2.673 1.717 1.267 -1.255
C 1.307 4.814 2.755 -4.532 1.083 -5.023
C 0.131 5.496 2.049 6.640 -5.811 0.948
C -0.236 6.817 2.407 -1.492 1.133 0.657
O -1.300 7.321 2.025 1.338 -0.393 0.186
C 0.669 7.412 3.352 5.714 -8.662 1.216
C 1.750 6.704 4.087 -1.384 6.322 -0.693
C 2.248 5.417 3.684 -3.145 -1.766 -0.042
O 3.040 4.727 4.252 1.785 0.072 0.549
O 2.538 7.354 5.080 -2.486 0.301 -2.036
O -0.493 4.914 0.965 9.915 -4.931 1.470
H 1.571 3.809 2.390 -0.269 0.534 0.247
H 0.436 8.268 3.636 -1.923 7.739 2.695
H 2.210 8.300 5.106 0.598 -1.481 0.137
H -1.187 5.354 1.068 -10.828 5.795 -0.257
C -3.094 3.434 4.429 6.027 -0.520 1.686
C -1.719 2.823 4.551 -6.599 0.666 -1.692
C -0.654 3.508 5.301 -1.245 1.189 -1.070
O 0.391 2.942 5.418 1.876 -1.190 0.597
C -0.892 4.857 5.697 -4.145 4.316 1.931
C -2.296 5.434 5.699 3.718 0.801 1.740
C -3.433 4.753 5.000 -0.723 0.615 -0.551
O -4.515 5.356 4.891 2.172 -1.793 0.142
O -2.774 6.639 6.340 2.296 -2.983 -1.480
O -1.371 1.620 4.001 0.043 2.028 2.081
H -3.911 2.990 4.009 -1.657 -1.641 -1.421
H -0.031 5.398 6.216 -1.433 -0.732 -0.725
H -2.033 7.013 6.851 -0.231 -0.158 -0.230
H -0.552 1.463 4.554 -0.068 -0.543 -1.098
C 6.279 -1.574 -4.510 -2.154 -6.750 -4.830
C 5.590 -2.703 -5.404 6.271 4.977 4.453
C 4.181 -2.779 -5.480 -2.729 3.853 2.147
O 3.640 -3.704 -5.999 -0.891 -2.287 -1.528
C 3.407 -1.670 -4.818 0.843 3.793 2.750
C 4.095 -0.533 -4.027 -6.601 -2.635 -3.003
C 5.514 -0.536 -3.950 2.236 1.575 2.205
O 6.065 0.319 -3.249 -0.270 -0.278 -0.517
O 3.391 0.527 -3.438 5.317 -2.230 -0.945
O 6.283 -3.685 -5.975 -1.140 0.711 -0.275
H 7.305 -1.777 -4.239 0.014 0.494 -0.181
H 2.252 -1.675 -4.885 2.164 -0.059 0.044
H 2.521 0.267 -3.505 -3.698 -0.419 -0.315
H 5.568 -4.064 -6.542 0.590 -0.712 0.151
C 0.265 1.891 -7.144 -7.792 -0.807 -1.229
C -1.248 1.809 -7.518 4.539 1.894 -1.462
C -2.300 1.370 -6.532 3.023 0.667 0.347
O -3.468 1.450 -6.766 -1.596 -0.184 -0.732
C -1.764 0.949 -5.272 4.634 -1.768 4.271
C -0.283 0.978 -4.825 -6.475 -0.692 -1.989
C 0.677 1.370 -5.816 1.399 2.088 -4.581
O 1.892 1.340 -5.762 0.307 -0.845 1.924
O 0.346 0.539 -3.778 -1.234 -0.515 3.730
O -1.784 2.330 -8.725 1.739 -1.029 1.742
H 1.080 2.193 -7.799 -0.595 0.034 0.003
H -2.487 0.377 -4.639 0.803 0.849 -0.217
H -0.163 0.416 -2.877 0.881 0.077 -2.610
H -2.682 2.001 -8.926 0.357 -0.009 0.856
C 1.011 0.607 1.408 0.219 -6.675 5.923
C 1.098 -0.423 2.570 -0.646 2.786 -2.127
C 1.439 -1.912 2.270 -0.349 1.304 1.281
O 1.513 -2.708 3.202 -0.131 0.919 -1.046
C 1.578 -2.254 0.886 -0.131 5.652 -4.139
C 1.542 -1.250 -0.232 -0.955 -5.030 1.509
C 1.164 0.151 0.046 1.044 4.180 0.184
O 1.155 1.106 -0.768 -0.392 -2.718 -0.242
O 1.565 -1.626 -1.592 -0.938 3.789 3.201
O 0.852 -0.147 3.902 0.642 -2.025 -1.359
H 0.731 1.562 1.726 -0.271 1.409 -0.237
H 1.623 -3.255 0.719 0.463 -2.758 -0.949
H 1.963 -2.448 -1.630 1.277 -2.902 -0.329
H 0.914 -1.021 4.477 0.070 1.777 -1.715
C 0.026 -5.277 -3.144 0.210 -5.687 1.952
C -0.032 -6.565 -2.307 0.130 7.465 -0.663
C 0.198 -7.857 -2.868 -0.565 -2.673 -1.378
O 0.028 -8.914 -2.238 0.473 1.622 -0.003
C 0.531 -7.877 -4.264 0.775 2.505 -6.386
C 0.476 -6.589 -5.200 2.345 -8.387 0.880
C 0.190 -5.307 -4.650 -0.721 -2.249 5.020
O -0.014 -4.396 -5.344 -0.391 3.924 -2.727
O 0.852 -6.665 -6.546 -0.275 -7.082 5.982
O -0.231 -6.481 -0.966 0.324 -0.506 -0.726
H -0.012 -4.304 -2.728 -0.416 0.597 0.689
H 0.799 -8.933 -4.763 -0.759 2.775 1.178
H 0.755 -5.872 -6.871 -0.825 7.212 -3.009
H -0.084 -7.365 -0.541 -0.271 0.623 -0.797
C 2.472 -4.094 7.554 -2.256 0.893 -5.594
C 1.497 -2.940 7.395 1.131 1.730 0.789
O 0.963 -2.538 6.378 0.467 -1.268 0.028
C 1.276 -2.123 8.651 1.230 0.433 -1.321
H 1.959 -5.000 7.487 -1.158 -1.645 0.468
H 3.132 -4.093 8.305 2.294 0.425 2.857
H 2.922 -4.125 6.534 0.492 0.126 0.799
H 0.835 -1.233 8.280 -1.252 0.685 0.108
H 2.163 -1.732 9.172 -0.080 -1.083 0.103
H 0.650 -2.803 9.158 -0.894 -0.122 1.661
C -2.081 2.418 -1.231 -4.029 2.435 -1.855
C -3.224 2.103 -0.243 -2.337 -0.324 -1.150
O -4.445 2.118 -0.536 3.467 0.215 0.746
C -2.719 1.591 1.110 -2.522 -2.171 -3.087
H -1.646 3.423 -1.063 0.728 -1.111 0.826
H -2.675 2.804 -2.239 1.679 -2.156 1.873
H -1.528 1.487 -1.138 0.921 0.486 -0.948
H -1.966 2.264 1.279 2.034 1.266 1.650
H -2.360 0.522 0.892 -0.274 1.558 0.715
H -3.660 1.618 1.639 0.397 -0.137 1.186
```
Positions in Å, forces in eV/Å.

Values from the calculation:
**Maximum force**: 12.3 eV/A
**M**: 1096.82 g mol⁻¹
**Kohn-Sham gap**: 5.942 eV
**Net charge**: 0
**ΔE to the lowest compared entry with this formula, charge and spin**: 11.23 kJ/mol

Atom charges from the Mulliken analysis, given in e for atoms 1 to 8: number 1, C, carries -1.42; number 2, C, carries 0.23; number 3, C, carries 0.75; number 4, O, carries -0.66; number 5, C, carries -1.00; number 6, C, carries 0.88; number 7, C, carries 0.58; number 8, O, carries -0.56



Copy entry 1 word for word.
This record from OMol25 describes a 2-piece molecular cluster, C10H16O overall at a distorted geometry. The level of theory is the ωB97M-V functional and the def2-TZVPD basis.

Structure (XYZ):
```
27
Properties=species:S:1:pos:R:3:forces:R:3
C -1.041 3.190 -0.318 -0.159 2.734 -4.928
C 0.212 2.850 -1.303 -1.216 0.176 2.306
H -1.521 2.328 -0.100 -1.562 -2.989 0.615
H -0.894 3.671 0.614 1.057 0.683 0.600
H -1.868 3.852 -0.908 1.995 -1.428 1.311
H 0.143 2.252 -2.180 -1.642 -0.511 -0.876
H 0.876 2.214 -0.764 0.861 -0.049 0.936
H 0.734 3.691 -1.658 0.665 1.395 0.042
C -0.600 -1.712 -1.380 -0.886 0.794 0.131
C 0.000 -2.973 -2.036 2.090 -0.870 0.819
C -0.117 -1.197 -0.040 0.799 0.773 1.453
C -0.879 -1.366 1.187 -0.126 -2.259 -5.912
C 1.105 -0.447 0.028 -2.143 -1.139 -0.680
C -0.398 -0.878 2.333 -0.510 0.015 3.023
C 1.597 -0.128 1.265 1.717 1.364 2.531
C 0.832 -0.291 2.453 -0.078 -0.124 -2.115
O 1.242 0.279 3.592 1.463 0.850 1.175
H -0.697 -0.821 -2.047 0.849 -0.730 -0.020
H -1.641 -1.883 -1.245 -1.160 -0.507 0.243
H 0.144 -2.774 -3.085 0.196 0.036 -0.467
H -1.763 -2.040 0.904 0.879 1.316 1.629
H 1.478 -0.079 -0.938 0.586 -0.481 0.676
H -0.925 -0.963 3.277 -0.448 -0.144 -0.088
H 2.608 0.326 1.489 -1.218 -0.257 -0.855
H 0.886 0.055 4.473 -0.319 -0.454 -1.256
H -0.582 -3.945 -2.016 0.345 1.359 0.510
H 1.068 -3.210 -1.599 -2.035 0.446 -0.802
```
Positions in Å, forces in eV/Å.

Values from the calculation:
**Maximum force**: 6.3 eV/A
**M**: 152.24 g mol⁻¹
**Kohn-Sham gap**: 8.915 eV
**Net charge**: 0
**ΔE to the lowest compared entry with this formula, charge and spin**: 285.08 kJ/mol

Atom charges from the Mulliken analysis, given in e for atoms 1 to 8: number 1, C, carries -0.87; number 2, C, carries -0.82; number 3, H, carries 0.29; number 4, H, carries 0.33; number 5, H, carries 0.23; number 6, H, carries 0.32; number 7, H, carries 0.13; number 8, H, carries 0.40